[1]
Here is a molecular structure, C27H42BaN5O5SSi2Te at a distorted geometry from the Open Molecules 2025 dataset. Energies are from the ωB97M-V functional and the def2-TZVPD basis.

Structure (ORCA input):
```
! wB97M-V def2-TZVPD RIJCOSX def2/J DEFGRID3
* xyz -1 1
Ba -0.994 -0.634 0.930
O 1.359 -3.221 1.301
C 0.604 -4.352 0.896
C -0.048 -4.137 -0.463
N -1.034 -3.056 -0.467
C -2.266 -3.429 0.250
C -2.287 -3.061 1.751
O -3.268 -3.410 2.394
O -1.280 -2.369 2.170
C -1.338 -2.526 -1.815
C -2.152 -1.218 -1.649
O -3.355 -1.222 -1.902
O -1.468 -0.244 -1.151
H 0.793 -2.688 1.877
H -0.149 -4.601 1.647
H 1.289 -5.197 0.824
H -0.511 -5.083 -0.784
H 0.732 -3.884 -1.183
H -2.484 -4.499 0.169
H -3.114 -2.917 -0.208
H -1.902 -3.231 -2.438
H -0.397 -2.288 -2.316
N 1.823 2.837 3.281
C 0.845 1.910 3.004
S 1.327 0.250 2.988
N -0.324 2.499 2.790
N -1.352 1.627 2.547
C -2.505 2.154 2.359
C -2.799 3.619 2.227
C -2.401 4.552 3.182
C -2.696 5.900 3.019
C -3.380 6.338 1.890
C -3.772 5.415 0.929
C -3.489 4.065 1.103
C -3.687 1.233 2.195
C -4.910 1.598 2.745
C -5.997 0.755 2.595
C -5.855 -0.410 1.861
C -4.611 -0.691 1.327
N -3.539 0.088 1.511
H 2.654 2.476 3.718
H 1.498 3.749 3.555
H -1.853 4.212 4.049
H -2.388 6.612 3.775
H -3.602 7.391 1.760
H -4.300 5.744 0.042
H -3.794 3.346 0.350
H -4.992 2.531 3.289
H -6.951 1.014 3.040
H -6.679 -1.091 1.701
H -4.472 -1.577 0.721
C 2.643 -2.228 -4.130
Si 1.571 -0.718 -4.278
C -0.073 -1.230 -5.012
C 2.411 0.467 -5.443
C 1.270 0.171 -2.664
Te 1.778 -0.829 -0.831
C 3.095 0.723 -0.146
Si 4.784 0.065 0.272
C 5.635 -0.455 -1.296
C 5.767 1.424 1.081
C 4.626 -1.367 1.432
H 2.446 -2.908 -4.966
H 2.459 -2.763 -3.196
H 3.705 -1.961 -4.147
H -0.080 -1.074 -6.095
H -0.898 -0.651 -4.582
H -0.282 -2.288 -4.825
H 2.661 -0.023 -6.391
H 3.338 0.850 -5.001
H 1.764 1.324 -5.663
H 0.206 0.407 -2.570
H 1.822 1.115 -2.643
H 2.624 1.160 0.737
H 3.132 1.468 -0.944
H 5.901 0.414 -1.909
H 4.965 -1.098 -1.880
H 6.551 -1.019 -1.088
H 5.813 2.309 0.436
H 6.792 1.105 1.300
H 5.291 1.718 2.024
H 4.160 -2.224 0.934
H 3.985 -1.088 2.277
H 5.603 -1.678 1.819
*
```

Output
energy relative to the best compared isomer or geometry (same formula, charge and spin)	61.27	kcal/mol
highest occupied orbital energy	-4.9	eV
HOMO-LUMO gap	0.2645	Ha

Mulliken population analysis, charges in e, atoms 1 to 2: 0.999 -0.342

[2]
Here is 9 unconnected molecules or ions with the total composition C32H57F6N3O16S4 at a distorted geometry from the Open Molecules 2025 dataset. Energies are from the ωB97M-V functional and the def2-TZVPD basis.

Structure (ORCA input):
```
! wB97M-V def2-TZVPD RIJCOSX def2/J DEFGRID3
* xyz 0 1
C 1.271 4.620 0.282
C 1.332 3.481 1.294
O 2.137 4.032 2.376
C 2.237 3.400 3.547
O 1.837 2.257 3.724
C 2.895 4.193 4.610
F 4.100 3.745 5.005
F 3.056 5.433 4.101
F 2.070 4.288 5.594
H 0.866 4.181 -0.630
H 2.277 5.007 0.121
H 0.618 5.402 0.668
H 1.699 2.490 1.027
H 0.294 3.419 1.621
C -4.832 1.806 -7.343
C -3.869 2.188 -6.165
O -4.493 1.520 -5.066
C -3.934 1.734 -3.778
O -2.851 2.311 -3.521
C -4.922 1.394 -2.645
F -5.447 2.579 -2.367
F -5.785 0.540 -3.116
F -4.176 0.867 -1.644
H -4.703 0.757 -7.609
H -4.660 2.409 -8.235
H -5.873 1.834 -7.021
H -3.751 3.264 -6.040
H -2.879 1.748 -6.291
C 3.992 1.466 -1.167
C 3.898 2.496 -2.296
O 2.618 3.002 -2.446
S 1.990 3.497 -3.963
C 0.175 3.386 -3.551
O 2.365 4.894 -4.147
O 2.288 2.447 -4.957
H 4.990 1.167 -0.846
H 3.652 0.485 -1.497
H 3.476 1.847 -0.286
H 4.480 3.359 -1.974
H 4.317 2.219 -3.263
H -0.110 2.419 -3.136
H -0.350 3.495 -4.500
H -0.043 4.158 -2.814
C -0.229 1.722 5.835
C -1.380 1.222 4.988
O -2.424 2.090 5.108
S -3.924 1.597 4.549
C -4.348 0.524 5.931
O -4.838 2.739 4.565
O -3.740 0.762 3.367
H -0.613 1.781 6.853
H 0.179 2.650 5.436
H 0.609 1.025 5.830
H -1.085 1.151 3.941
H -1.697 0.214 5.259
H -4.277 1.138 6.829
H -3.762 -0.395 5.919
H -5.411 0.332 5.784
C 5.644 -4.960 -1.108
C 4.727 -3.976 -0.349
O 3.485 -4.097 -1.080
S 2.187 -3.320 -0.431
C 0.790 -4.206 -1.371
O 2.087 -3.627 0.998
O 2.275 -1.903 -0.765
H 5.786 -4.546 -2.106
H 5.175 -5.940 -1.022
H 6.651 -5.077 -0.708
H 4.702 -4.229 0.711
H 4.989 -2.924 -0.464
H 1.246 -5.189 -1.485
H 0.642 -3.687 -2.318
H -0.125 -4.291 -0.785
C 3.801 -0.091 2.479
C 3.221 -1.250 3.281
O 2.006 -0.949 4.041
S 1.605 -2.083 5.234
C 1.057 -3.595 4.230
O 2.842 -2.391 5.953
O 0.418 -1.617 5.895
H 4.787 -0.291 2.059
H 3.911 0.791 3.110
H 3.107 0.145 1.672
H 3.062 -2.093 2.609
H 4.030 -1.451 3.983
H 1.955 -3.843 3.665
H 0.190 -3.421 3.592
H 0.768 -4.417 4.885
C -2.685 -3.622 0.221
C -3.299 -2.597 -0.481
C -4.003 -3.177 -1.506
N -3.810 -4.542 -1.405
C -3.033 -4.826 -0.360
H -2.080 -3.426 1.094
H -3.332 -1.520 -0.408
H -4.548 -2.776 -2.348
H -4.402 -5.227 -1.851
H -2.952 -5.831 0.027
C -2.278 -1.915 -4.376
C -1.622 -1.088 -3.499
C -0.289 -1.318 -3.685
N -0.009 -2.212 -4.690
C -1.291 -2.583 -5.110
H -3.335 -2.073 -4.532
H -2.157 -0.431 -2.829
H 0.543 -0.876 -3.157
H 0.871 -2.640 -4.940
H -1.399 -3.331 -5.881
C 0.291 0.649 -0.312
C 0.121 -0.022 0.918
C -1.207 -0.092 1.245
N -1.842 0.719 0.390
C -0.944 1.148 -0.605
H 1.268 0.787 -0.750
H 0.847 -0.543 1.525
H -1.655 -0.644 2.058
H -2.819 0.975 0.407
H -1.284 1.773 -1.417
*
```

Output
highest occupied orbital energy	-7.9	eV
HOMO-LUMO gap	0.3003	Ha

Mulliken population analysis, charges in e, atoms 1 to 2: -1.120 0.447

[3]
Here is 8 unconnected molecules or ions with the total composition C36H93N5O16 at a distorted geometry from the Open Molecules 2025 dataset. Energies are from the ωB97M-V functional and the def2-TZVPD basis.

Structure (ORCA input):
```
! wB97M-V def2-TZVPD RIJCOSX def2/J DEFGRID3
* xyz 0 1
C -4.992 -2.650 4.329
O -3.816 -2.179 3.726
C -3.701 -0.767 3.809
C -2.712 -0.316 2.722
N -1.542 -1.183 2.576
C -0.626 -1.405 3.696
C 0.624 -2.124 3.223
O 0.238 -3.425 2.791
C 0.771 -4.578 3.409
H -4.931 -2.484 5.413
H -5.027 -3.741 4.296
H -5.970 -2.300 3.991
H -3.550 -0.443 4.842
H -4.648 -0.293 3.526
H -2.344 0.701 2.574
H -3.277 -0.416 1.789
H -1.868 -2.135 2.430
H -1.163 -2.055 4.398
H -0.372 -0.467 4.195
H 1.262 -2.213 4.111
H 1.210 -1.639 2.443
H 1.854 -4.388 3.353
H 0.578 -5.487 2.849
H 0.561 -4.641 4.481
C 4.505 1.213 -1.508
O 4.024 2.492 -1.081
C 4.478 2.776 0.265
C 5.992 2.659 0.476
N 6.736 3.479 -0.429
C 8.190 3.436 -0.238
C 8.681 4.301 0.958
O 8.240 5.614 0.615
C 8.655 6.555 1.589
H 5.589 1.156 -1.406
H 4.208 1.065 -2.545
H 4.015 0.455 -0.888
H 3.909 2.184 0.985
H 4.212 3.828 0.378
H 6.279 1.609 0.532
H 6.082 3.060 1.502
H 6.502 4.461 -0.334
H 8.539 4.006 -1.101
H 8.573 2.419 -0.190
H 9.768 4.239 1.058
H 8.243 3.983 1.911
H 7.891 6.602 2.372
H 8.765 7.503 1.061
H 9.608 6.370 2.093
C 1.554 2.474 -3.686
O 0.475 1.584 -3.498
C 0.905 0.226 -3.319
C 1.522 -0.379 -4.589
N 1.364 -1.824 -4.676
C 2.071 -2.377 -5.852
C 3.578 -2.659 -5.520
O 4.281 -1.495 -5.227
C 5.427 -1.673 -4.424
H 1.298 3.482 -4.009
H 2.340 2.112 -4.356
H 2.050 2.507 -2.705
H 0.052 -0.326 -2.927
H 1.616 0.223 -2.483
H 2.571 -0.082 -4.628
H 0.919 0.075 -5.377
H 1.669 -2.360 -3.873
H 1.942 -1.693 -6.687
H 1.685 -3.390 -5.971
H 4.048 -3.273 -6.300
H 3.486 -3.265 -4.605
H 5.881 -2.666 -4.456
H 5.256 -1.509 -3.351
H 6.072 -0.853 -4.740
C 5.426 -6.352 1.117
O 4.720 -5.269 0.518
C 3.886 -5.672 -0.575
C 2.407 -5.565 -0.202
N 1.848 -4.259 -0.650
C 0.416 -4.201 -0.370
C -0.310 -3.533 -1.624
O -1.702 -3.450 -1.453
C -2.202 -2.324 -0.773
H 6.377 -5.992 1.512
H 5.707 -7.149 0.428
H 4.810 -6.682 1.956
H 4.001 -6.746 -0.740
H 4.097 -5.066 -1.453
H 2.298 -5.784 0.863
H 1.871 -6.286 -0.822
H 2.306 -3.575 -0.053
H 0.092 -3.624 0.496
H -0.114 -5.149 -0.253
H -0.102 -4.067 -2.548
H 0.096 -2.516 -1.674
H -1.854 -1.340 -1.091
H -1.932 -2.450 0.281
H -3.291 -2.309 -0.811
C -5.845 2.938 2.198
O -6.102 1.892 1.283
C -5.133 1.758 0.263
C -5.753 0.866 -0.833
N -6.495 -0.240 -0.206
C -7.434 -0.898 -1.117
C -8.211 -2.006 -0.382
O -9.356 -1.513 0.233
C -10.544 -1.499 -0.500
H -6.032 3.858 1.639
H -4.888 2.821 2.719
H -6.547 2.847 3.030
H -4.136 1.412 0.543
H -5.048 2.680 -0.323
H -4.961 0.456 -1.460
H -6.396 1.495 -1.459
H -6.964 0.141 0.604
H -6.947 -1.171 -2.053
H -8.222 -0.187 -1.408
H -7.554 -2.449 0.369
H -8.513 -2.774 -1.107
H -10.385 -1.242 -1.555
H -11.218 -0.751 -0.088
H -11.055 -2.467 -0.546
O -0.806 2.758 -1.346
C -0.965 1.563 -0.613
C 0.191 1.242 0.366
O 0.399 -0.136 0.559
H -0.177 2.567 -2.065
H -1.914 1.410 -0.100
H -0.843 0.760 -1.344
H 0.121 1.813 1.303
H 1.148 1.621 -0.013
H -0.207 -0.442 1.262
O -3.201 3.154 -2.388
C -3.008 4.288 -3.222
C -3.522 5.541 -2.489
O -4.919 5.427 -2.325
H -2.346 3.033 -1.912
H -1.923 4.428 -3.285
H -3.475 4.258 -4.205
H -3.358 6.465 -3.053
H -2.920 5.641 -1.575
H -5.103 4.479 -2.316
O 0.190 2.161 6.661
C -0.019 2.833 5.438
C -1.240 2.246 4.703
O -2.423 2.807 5.285
H -0.712 1.992 6.968
H -0.284 3.887 5.580
H 0.795 2.633 4.738
H -1.351 1.196 4.983
H -1.151 2.322 3.615
H -2.396 3.750 5.082
*
```

Output
energy relative to the best compared isomer or geometry (same formula, charge and spin)	71.12	kcal/mol
highest occupied orbital energy	-8.3	eV
HOMO-LUMO gap	0.3208	Ha

Mulliken population analysis, charges in e, atoms 1 to 2: -0.890 -0.291

[4]
Here is C16H17ClN2O2S in the gas phase from the Open Molecules 2025 dataset. Energies are from the ωB97M-V functional and the def2-TZVPD basis.

Structure (ORCA input):
```
! wB97M-V def2-TZVPD RIJCOSX def2/J DEFGRID3
* xyz 0 1
C -2.205 -2.798 0.360
N -1.788 -1.426 0.554
C -0.475 -1.224 0.966
O 0.283 -2.168 1.143
C -0.076 0.146 1.144
C -0.879 1.191 0.837
S -0.283 2.849 0.859
C 1.462 2.591 0.384
C 1.521 1.560 -0.740
O 0.710 1.568 -1.646
N 2.501 0.645 -0.670
C 3.532 0.496 0.342
C 4.302 -0.755 -0.088
C 3.242 -1.562 -0.833
C 2.509 -0.473 -1.603
C -2.238 0.949 0.451
C -3.139 1.985 0.191
C -4.440 1.729 -0.168
C -4.853 0.404 -0.275
Cl -6.485 0.060 -0.720
C -3.991 -0.645 -0.038
C -2.663 -0.395 0.330
H -2.531 -2.960 -0.668
H -1.336 -3.423 0.566
H -3.007 -3.062 1.050
H 0.928 0.277 1.509
H 2.048 2.329 1.262
H 1.786 3.562 0.009
H 4.170 1.384 0.385
H 3.090 0.334 1.332
H 4.721 -1.286 0.764
H 5.112 -0.484 -0.767
H 3.667 -2.320 -1.486
H 2.560 -2.038 -0.126
H 1.482 -0.728 -1.868
H 3.045 -0.193 -2.517
H -2.791 3.002 0.279
H -5.131 2.531 -0.366
H -4.358 -1.652 -0.139
*
```

Output
energy relative to the best compared isomer or geometry (same formula, charge and spin)	1.31	kcal/mol
highest occupied orbital energy	-8.5	eV
HOMO-LUMO gap	0.3108	Ha

Mulliken population analysis, charges in e, atoms 1 to 2: -1.336 0.054

| no. | molecular weight (u) |
| --- | --- |
| 1 | 869.83 |
| 2 | 982.07 |
| 3 | 852.16 |
| 4 | 336.84 |